Entry from the Open Molecules 2025 dataset: 9 unconnected molecules or ions with the total composition C54H45F9 at a distorted geometry (the ωB97M-V functional and the def2-TZVPD basis).

Last column: Mulliken charge in e.
Positions of all 108 atoms, in Å:
F 2.27 -2.86 -1.61  -0.1861
C 1.78 -3.42 -2.75  0.3819
C 1.61 -2.57 -3.84  -0.3876
C 1.03 -3.06 -5.02  -0.1470
C 0.80 -4.45 -5.16  -0.7166
C 1.15 -5.30 -4.06  -0.6032
C 1.58 -4.75 -2.87  -0.4277
H 1.83 -1.51 -3.83  0.3797
H 0.72 -2.33 -5.75  0.4102
H 0.25 -4.83 -6.02  0.4481
H 1.11 -6.37 -4.16  0.3933
H 1.90 -5.41 -2.07  0.4563
F -3.57 -1.80 -1.36  -0.1262
C -3.27 -3.08 -1.54  0.2045
C -3.52 -4.00 -0.51  -0.5027
C -3.00 -5.30 -0.71  -0.4728
C -2.41 -5.74 -1.94  -0.7440
C -2.29 -4.75 -2.95  -0.5843
C -2.65 -3.46 -2.68  0.0070
H -4.00 -3.65 0.40  0.4864
H -3.13 -6.02 0.09  0.3801
H -2.03 -6.73 -2.10  0.4434
H -1.81 -5.03 -3.88  0.4915
H -2.38 -2.71 -3.41  0.3983
F 4.96 -1.00 5.90  -0.2912
C 5.64 -0.22 5.04  0.4176
C 7.03 -0.40 5.00  -0.3769
C 7.74 0.25 4.00  -0.5726
C 7.08 1.15 3.09  -0.4814
C 5.71 1.28 3.13  -0.2943
C 4.98 0.59 4.08  -0.4565
H 7.48 -1.03 5.75  0.4409
H 8.80 0.11 4.09  0.4108
H 7.64 1.58 2.28  0.4048
H 5.18 1.77 2.33  0.4178
H 3.91 0.72 3.97  0.4428
F -3.71 1.00 -1.59  0.1089
C -4.61 1.91 -1.91  0.3932
C -5.92 1.79 -1.47  -0.3673
C -6.90 2.60 -1.98  -0.4472
C -6.57 3.59 -2.92  -0.5745
C -5.29 3.64 -3.44  -0.5357
C -4.30 2.85 -2.87  -0.4349
H -6.24 1.12 -0.68  0.3574
H -7.87 2.51 -1.51  0.3635
H -7.31 4.28 -3.30  0.3764
H -4.94 4.33 -4.20  0.3708
H -3.28 2.80 -3.22  0.4220
F 6.08 -4.42 -1.93  -0.2175
C 6.24 -3.69 -0.75  0.1222
C 5.21 -3.10 -0.15  -0.1379
C 5.41 -2.44 1.09  -0.1520
C 6.73 -2.46 1.66  -0.3858
C 7.87 -2.82 0.85  -0.5749
C 7.53 -3.50 -0.31  -0.1953
H 4.24 -2.96 -0.62  0.6115
H 4.67 -1.88 1.64  0.6160
H 6.99 -2.01 2.60  0.4223
H 8.90 -2.66 1.14  0.4346
H 8.37 -3.89 -0.86  0.4194
F -3.51 2.20 5.56  -0.2964
C -4.33 1.59 4.66  0.2816
C -5.58 1.09 5.02  -0.4333
C -6.37 0.42 4.13  -0.5789
C -5.98 0.40 2.76  -0.5126
C -4.77 1.01 2.38  -0.0598
C -3.91 1.48 3.37  -0.1973
H -5.96 1.39 5.99  0.3872
H -7.20 -0.18 4.48  0.3794
H -6.58 -0.12 2.03  0.4081
H -4.51 1.01 1.33  0.2621
H -2.96 1.93 3.11  0.3383
F -0.38 4.51 1.82  -0.1725
C -0.55 5.59 2.69  0.5799
C 0.04 6.87 2.38  -0.6503
C -0.16 7.86 3.33  -0.4321
C -1.04 7.61 4.39  -0.4467
C -1.57 6.35 4.67  -0.5135
C -1.29 5.31 3.83  -0.1814
H 0.54 7.07 1.45  0.4105
H 0.16 8.88 3.15  0.3573
H -1.14 8.40 5.11  0.3322
H -2.31 6.26 5.46  0.3729
H -1.79 4.38 4.05  0.3438
F -0.67 0.49 -7.15  -0.3536
C -0.30 0.72 -5.86  0.1227
C -1.15 0.22 -4.81  -0.3329
C -0.87 0.31 -3.48  0.2980
C 0.25 1.10 -3.15  -0.6265
C 1.07 1.66 -4.18  -0.5712
C 0.86 1.35 -5.53  -0.4213
H -1.95 -0.40 -5.18  0.4306
H -1.56 0.00 -2.71  0.2397
H 0.50 1.32 -2.12  0.4374
H 1.96 2.23 -3.98  0.3521
H 1.66 1.59 -6.22  0.4360
F 2.73 -0.63 1.70  -0.1202
C 1.49 -0.47 1.23  0.7016
C 0.79 -1.57 0.74  -0.6859
C -0.54 -1.38 0.37  -0.1059
C -1.17 -0.15 0.45  -0.3661
C -0.48 0.87 1.07  -0.7012
C 0.82 0.71 1.53  -1.0539
H 1.23 -2.54 0.62  0.5016
H -1.14 -2.22 0.03  0.2143
H -2.17 -0.04 0.05  0.4609
H -0.93 1.84 1.16  0.6603
H 1.32 1.47 2.10  0.4654

- DFT total energy: -81173.6777 eV
- Spin multiplicity: 2
- HOMO (spin up / spin down): -10.47 / -10.47 eV
- Molar mass: 864.9 g/mol
- Maximum force: 4.4 eV/Å
- Frontier orbital gap (spin up / spin down): 6.50 / 2.16 eV
- Net charge: +1
- ΔE to the lowest compared entry with this formula, charge and spin: 24.6 kcal/mol